# 1
125
Properties=species:S:1:pos:R:3:forces:R:3 method="wB97M-V/def2-TZVPD" homo_ev=-10.2 mol_weight_g_mol=883.08 orbital_gap_ev=6.325 lumo_energy_ev=-3.8450 charge=+1
O -5.898522 -0.153093 -2.211053 3.4 0.2 2.5
P -4.640764 0.136730 -1.396983 -4.1 1.3 -2.0
O -4.076741 1.684489 -1.906991 0.7 -2.9 1.4
O -4.910100 0.243781 0.276244 1.8 0.6 -3.2
C -3.284089 -1.113825 -1.843908 1.3 -0.8 1.1
C -2.002984 -0.916206 -0.874134 -1.5 3.4 -0.3
C -0.919734 -0.003195 -1.654039 1.4 -0.9 0.3
C 0.499795 -0.792770 -1.504541 0.2 0.9 -0.4
C 1.689455 -0.062659 -0.723860 -0.4 0.4 0.4
C 1.618619 -0.205083 0.881890 1.4 0.2 -0.3
C 1.486076 1.275248 1.478477 -0.4 -0.3 -1.4
S 1.435363 1.357627 3.328393 -1.1 0.6 -0.3
C -0.188806 2.242830 3.636001 -0.4 0.9 -0.3
S -0.339989 3.885049 3.798909 0.3 -2.6 -0.2
N -1.377234 1.350534 3.685022 1.1 0.8 0.0
C -1.925684 0.877205 4.915879 -3.1 -2.5 -4.1
C -3.064612 -0.015800 4.378068 3.6 3.0 -0.9
N -3.071383 0.071912 2.927426 2.2 1.2 1.2
C -2.011191 0.905262 2.476572 -2.0 -1.9 5.3
C -0.017226 -2.232147 -1.039713 1.0 -0.4 -1.5
P 1.186667 -3.507352 -0.334039 1.6 -1.3 -1.3
S 2.625854 -3.912204 -1.615025 -1.0 0.6 0.6
N -1.377346 -2.174428 -0.346507 0.4 -0.8 -3.2
F -1.394946 -2.415298 0.989548 0.2 0.8 0.3
H -3.107630 1.634314 -2.060907 -0.7 0.3 0.0
H -4.477433 1.079786 0.580479 -0.5 -0.8 0.1
H -3.626388 -2.195818 -1.729003 -0.3 1.6 -0.1
H -2.964828 -0.987476 -2.933014 -0.7 0.0 1.5
H -2.318386 -0.350599 0.062371 0.2 -1.0 -1.0
H -0.831835 1.062002 -1.246121 -0.3 -1.6 -0.4
H -1.064066 0.034036 -2.793451 -0.4 0.0 1.9
H 0.899370 -0.819728 -2.577676 -0.6 -0.7 1.6
H 2.719086 -0.357515 -1.150513 -1.7 0.1 0.7
H 1.593059 1.061077 -0.970475 0.1 -1.7 0.2
H 2.634751 -0.647899 1.201060 -1.6 0.6 -0.2
H 0.824413 -0.937794 1.244524 0.7 1.2 -0.4
H 0.535164 1.729040 1.010331 1.5 -0.4 0.9
H 2.385913 1.872016 1.082180 -1.4 -0.8 0.8
H -1.567405 1.101018 5.963352 -0.3 -0.1 -1.8
H -3.757997 -0.622549 5.039420 0.9 1.0 -1.4
H -1.669697 1.196891 1.440824 -0.6 -0.4 1.7
H -0.310345 -2.709899 -2.050741 0.4 0.4 1.6
H 0.437071 -4.744137 -0.211980 -0.2 1.2 0.5
H 1.697186 -3.129806 0.951697 -0.9 0.0 -0.4
H -1.861332 -2.996775 -0.756554 -0.1 0.5 0.6
C 5.538088 -2.227931 -1.737006 0.1 0.0 -0.1
O 5.283483 -0.833979 -1.860260 0.1 -0.1 0.2
C 6.144167 -0.050233 -1.034421 -0.1 0.3 -0.4
C 7.272914 0.573218 -1.846566 0.4 -0.3 0.3
O 8.167203 -0.421587 -2.335756 -0.5 0.1 -0.1
C 7.951112 -0.716268 -3.711173 0.2 -0.1 0.0
H 5.011544 -2.741861 -2.541671 0.0 0.1 0.1
H 6.603156 -2.455563 -1.818609 0.0 0.1 0.0
H 5.155192 -2.591482 -0.778635 0.1 -0.1 0.0
H 6.541045 -0.647415 -0.206677 0.1 0.0 -0.1
H 5.533340 0.752017 -0.606925 0.0 0.0 0.0
H 7.854386 1.230076 -1.192314 -0.1 0.0 0.0
H 6.876335 1.181107 -2.666911 -0.1 -0.1 0.0
H 8.334779 0.101283 -4.330221 -0.1 0.0 -0.1
H 6.893340 -0.880586 -3.930994 0.0 0.0 0.0
H 8.501506 -1.626253 -3.954878 0.0 0.1 0.1
C 4.092448 -3.735002 -6.046662 0.0 -0.1 -0.2
O 4.423333 -3.633997 -7.422035 0.1 0.2 0.4
C 5.203950 -2.473720 -7.708104 0.0 -0.4 -0.4
C 6.677203 -2.824175 -7.874135 0.0 0.4 0.4
O 7.248257 -3.259444 -6.641071 -0.2 -0.2 -0.2
C 7.386771 -4.672844 -6.578404 0.1 0.1 0.1
H 3.695446 -4.734985 -5.863957 0.0 0.1 -0.1
H 4.966032 -3.586509 -5.407212 0.0 0.1 0.0
H 3.320973 -2.999265 -5.794539 0.0 0.0 0.1
H 5.067164 -1.710820 -6.933726 0.1 -0.1 0.0
H 4.831658 -2.063884 -8.652174 0.1 0.0 0.0
H 7.220146 -1.922970 -8.175133 0.0 0.0 -0.1
H 6.815089 -3.577024 -8.657139 -0.1 0.0 0.1
H 8.219545 -4.992418 -7.213191 -0.1 -0.1 0.0
H 6.471558 -5.185253 -6.884732 0.0 0.0 0.0
H 7.609789 -4.947268 -5.545634 0.0 0.1 -0.1
C 4.524924 -0.748082 -14.771625 0.0 0.1 -0.1
O 3.883367 0.168893 -13.895931 0.1 -0.4 0.2
C 3.197297 -0.485539 -12.831716 0.1 0.5 0.0
C 3.994870 -0.420119 -11.534879 -0.1 -0.5 -0.1
O 5.192139 -1.191156 -11.624267 0.0 0.4 -0.1
C 6.339356 -0.380129 -11.840566 0.0 -0.2 0.1
H 5.199637 -0.184953 -15.418053 -0.1 0.0 0.1
H 5.108680 -1.491745 -14.224509 0.0 0.0 0.0
H 3.779230 -1.250662 -15.395546 0.1 -0.1 0.0
H 2.964747 -1.522438 -13.096358 0.1 0.0 0.1
H 2.250556 0.044793 -12.689207 0.0 0.0 0.0
H 3.394076 -0.857536 -10.730927 0.0 0.0 0.0
H 4.216556 0.617384 -11.262430 0.0 0.0 -0.1
H 6.604125 0.142600 -10.915126 0.0 0.1 -0.1
H 6.179232 0.345623 -12.641342 0.0 0.0 0.0
H 7.168154 -1.031820 -12.122728 -0.1 0.0 0.1
C -7.381496 1.627905 8.855898 -0.1 0.1 0.1
O -6.373060 2.618402 9.012502 0.2 -0.3 -0.1
C -5.089545 2.052232 9.261975 -0.1 0.5 -0.1
C -4.226023 2.062726 8.006377 -0.1 -0.5 0.2
O -4.743403 1.178680 7.013082 -0.1 0.3 -0.1
C -5.445650 1.869629 5.987502 0.0 -0.1 0.0
H -8.274385 2.110843 8.455791 0.1 0.1 0.1
H -7.074065 0.840273 8.164045 0.0 0.0 0.0
H -7.625588 1.190520 9.828770 -0.1 0.0 0.0
H -5.181829 1.038381 9.665415 0.0 0.0 -0.1
H -4.609324 2.674003 10.023880 0.1 0.0 0.0
H -3.226044 1.699638 8.265580 0.0 0.0 0.1
H -4.122933 3.078713 7.610326 -0.1 0.0 0.0
H -4.733055 2.380932 5.331483 -0.1 0.1 0.0
H -6.155589 2.592125 6.396682 0.0 0.0 0.0
H -5.997900 1.135065 5.398299 0.1 0.0 0.1
C -10.264922 2.366931 12.722390 0.1 -0.2 -0.1
O -9.084502 2.568933 11.957829 -0.2 0.3 0.1
C -8.966268 3.912747 11.490039 0.5 -0.3 0.0
C -7.977529 4.707558 12.333768 -0.5 0.3 0.0
O -8.467450 4.904859 13.658169 0.2 -0.4 -0.1
C -7.862676 4.024281 14.595092 -0.1 0.2 0.1
H -10.183440 1.401686 13.224633 0.1 0.0 -0.1
H -10.395588 3.142477 13.480240 0.0 0.0 0.0
H -11.137362 2.346148 12.061609 -0.1 0.0 0.1
H -9.944497 4.404482 11.464968 0.1 0.0 0.1
H -8.590411 3.861290 10.463448 0.0 0.0 0.0
H -7.855614 5.700007 11.889028 0.0 0.0 0.0
H -6.995682 4.222221 12.347693 -0.1 -0.1 0.0
H -6.836631 4.347942 14.799622 0.0 -0.1 0.0
H -7.859763 2.991093 14.239135 0.0 0.0 0.0
H -8.434823 4.070401 15.523361 0.0 0.1 -0.1

---

# 2
14
Properties=species:S:1:pos:R:3:forces:R:3 method="wB97M-V/def2-TZVPD" smiles="CC/C=[N+]1/CO1" homo_ev=-15.4 mol_weight_g_mol=86.11 relative_energy_kcal_mol=107.1 orbital_gap_ev=9.677 lumo_energy_ev=-5.7445 charge=+1
C 0.224869 0.865984 -0.258671 7.4 -4.0 0.2
C 2.922288 0.145195 0.241767 1.2 0.9 0.8
C -1.543125 -0.751542 0.178347 0.0 0.1 0.0
C -0.792716 0.082361 -0.904187 -0.7 -0.6 -0.1
N 1.598076 0.232824 -0.153633 -7.4 4.8 0.2
O 2.267434 -0.866903 -0.507754 -0.4 -1.5 -0.9
H 0.178887 1.808897 0.252154 0.2 0.3 0.2
H 3.656744 0.745611 -0.291253 -0.2 -0.1 -0.1
H 3.135205 -0.074911 1.283994 -0.1 -0.1 -0.1
H -2.046600 -0.104636 0.890481 -0.1 0.0 0.1
H -2.283585 -1.360570 -0.331117 -0.1 0.0 0.0
H -0.855785 -1.405143 0.706400 0.1 -0.1 0.0
H -0.358185 -0.617160 -1.621103 0.0 0.2 -0.1
H -1.517900 0.732575 -1.396125 0.1 0.1 -0.1

---

# 3
17
Properties=species:S:1:pos:R:3:forces:R:3 method="wB97M-V/def2-TZVPD" homo_ev=-3.2 mol_weight_g_mol=168.20 relative_energy_kcal_mol=35.8 orbital_gap_ev=6.752 lumo_energy_ev=3.5423 charge=-1
C 1.121345 1.573594 0.606639 0.2 -0.1 0.2
C 1.451167 0.283324 0.742439 0.3 0.7 0.3
C -0.020137 2.187774 -0.044104 -0.4 0.0 0.0
C -1.253468 1.684646 0.029012 0.3 -0.1 -0.3
C 1.018191 -0.973677 0.110428 -0.2 -0.5 -0.1
C -1.526100 -0.662702 -0.071779 -0.6 0.2 0.0
C -0.310464 -1.307496 -0.278226 -0.3 -0.2 -0.3
N 2.044265 -1.754443 -0.046885 0.4 -0.3 -0.1
O -2.640993 -1.041545 -0.450254 0.3 0.5 0.3
O -1.495164 0.539758 0.721152 0.0 -0.3 -0.1
S -0.521194 -2.892966 -1.109790 0.4 0.2 0.1
H 1.789807 2.296907 1.075752 0.0 -0.2 0.0
H 2.362225 0.088984 1.300124 0.0 0.1 0.0
H 0.127422 3.155728 -0.507876 -0.1 0.0 -0.1
H -2.110328 2.161608 -0.446532 0.0 -0.1 0.1
H 1.809371 -2.631401 -0.512449 -0.2 0.2 0.1
H -1.845946 -2.708092 -1.117652 -0.2 -0.2 -0.1